C5H6O2 in the gas phase. Source: the OMol25 dataset; level of theory: the ωB97M-V functional and the def2-TZVPD basis.

XYZ file:
```
13
Properties=species:S:1:pos:R:3:mulliken_charge:R:1
C 1.73717 0.00351 0.11087 -1.306
C 0.27131 -0.11473 0.52223 0.500
O -0.24347 1.22202 0.58842 -0.288
C -1.53136 1.50255 0.29156 0.214
O -2.01850 2.54929 0.61024 -0.468
C -0.43410 -1.03635 -0.40506 -0.736
C -0.89589 -1.86617 -1.15011 0.149
H 1.79348 0.36580 -0.91739 0.347
H 2.24202 -0.96374 0.17092 0.380
H 2.24173 0.72448 0.75591 0.346
H 0.19262 -0.52023 1.54046 0.157
H -2.04568 0.72624 -0.29562 0.285
H -1.30933 -2.59266 -1.82245 0.419
```

Results
SMILES: C#C[C@@H](C)OC=O
Multiplicity: 1
LUMO level (eV): 0.8


2 unconnected molecules or ions with the total composition HN2O3S. Source: the OMol25 dataset; level of theory: the ωB97M-V functional and the def2-TZVPD basis.

XYZ file:
```
7
Properties=species:S:1:pos:R:3:mulliken_charge:R:1
N -0.55428 -0.63830 0.82251 -0.222
N 0.33541 -1.47653 0.08033 1.031
O 0.78254 -1.17665 -1.01598 -0.562
O 0.42432 -2.61795 0.60015 -0.630
O -0.19614 0.55282 0.67826 -0.358
S -0.64871 2.59822 -1.15097 -0.322
H -0.14313 2.75839 -0.01429 0.063
```

Results
Multiplicity: 1
Net charge: -1
LUMO level (alpha / beta) (eV): 3.8 / 1.9


Per-record energy relative to the best compared isomer or geometry (same formula, charge and spin), eV: 2.109 7.102